Computed, not measured: a 2-piece molecular cluster, C31H39NO3 overall, with wB97M-V/def2-TZVPD.

```
74
Properties=species:S:1:pos:R:3
C 3.02 -2.91 -0.14
C 1.93 -1.89 -0.33
O 1.05 -1.96 0.79
C 0.01 -1.07 0.77
C -0.68 -1.19 2.02
C -1.99 -0.66 2.18
O -2.72 -1.07 3.11
C -2.54 0.44 1.30
C -3.61 0.01 0.30
C -4.79 -0.85 0.82
C -4.88 -2.27 0.25
C -4.88 -3.45 1.25
C -3.85 -4.54 0.95
C -2.39 -4.13 1.13
C -1.94 -4.00 2.58
C -0.45 -3.68 2.78
C -0.15 -2.19 3.01
O -0.20 -0.33 -0.19
H 3.75 -2.78 -0.94
H 3.51 -2.80 0.83
H 2.60 -3.91 -0.19
H 2.37 -0.91 -0.36
H 1.36 -2.00 -1.25
H -2.97 1.17 1.99
H -1.71 0.89 0.73
H -4.03 0.94 -0.11
H -3.11 -0.47 -0.56
H -4.79 -0.85 1.91
H -5.71 -0.32 0.51
H -5.84 -2.32 -0.29
H -4.10 -2.42 -0.50
H -4.75 -3.09 2.28
H -5.86 -3.94 1.19
H -4.07 -5.40 1.59
H -3.97 -4.88 -0.09
H -1.75 -4.87 0.63
H -2.20 -3.19 0.59
H -2.54 -3.24 3.09
H -2.11 -4.95 3.12
H -0.10 -4.20 3.68
H 0.12 -4.09 1.94
H 0.94 -2.05 3.09
H -0.61 -1.95 3.97
C 0.83 5.59 1.58
N 1.22 4.66 0.54
C 1.16 3.31 0.65
C 1.79 2.71 -0.48
C 1.99 1.36 -0.71
C 2.54 0.83 -1.96
C 1.90 1.12 -3.19
C 2.53 0.88 -4.40
C 3.80 0.28 -4.42
C 4.40 -0.13 -3.22
C 3.76 0.10 -2.00
C 2.23 3.84 -1.32
C 3.07 3.98 -2.40
C 3.28 5.26 -2.96
C 2.80 6.42 -2.33
C 2.07 6.30 -1.13
C 1.80 5.02 -0.68
H 0.73 6.60 1.19
H -0.14 5.25 1.96
H 1.57 5.60 2.40
H 0.69 2.83 1.50
H 1.77 0.71 0.12
H 0.90 1.57 -3.14
H 2.00 1.12 -5.32
H 4.33 0.17 -5.37
H 5.32 -0.71 -3.25
H 4.20 -0.23 -1.06
H 3.59 3.11 -2.78
H 3.85 5.33 -3.89
H 2.97 7.40 -2.77
H 1.69 7.14 -0.56
```

The LUMO energy comes out at -2.5 eV. The orbital gap is 3.47 eV. The value obtained for the relative energy (zero: lowest compared OMol25 entry of this formula, charge and spin) is 17.60 kcal per mole.